(1)
C4H8OS in the gas phase in a non-equilibrium geometry. Source: OMol25; level of theory: ωB97M-V with the def2-TZVPD basis set.

For the energy above the lowest of the compared OMol25 structures with the same formula, charge and spin, the calculation gives 27.4 kcal/mol. The highest occupied orbital energy comes out at -9.14 eV. As for the spin multiplicity: 1. For the total energy, the calculation gives -630.5913 Eh. As for the gap between HOMO and LUMO: 10.00 eV. The SMILES is C[C@H](S)CC=O.

```
14
Properties=species:S:1:pos:R:3:forces:R:3:mulliken_charge:R:1
C -0.295940 -1.551444 -0.923540 1.69 1.47 4.64 -1.207
C 0.018515 -0.069975 -0.765572 1.08 0.22 1.13 0.007
C -0.396880 0.322310 0.650797 2.31 0.99 1.49 -0.856
C -0.300525 1.828735 1.012543 0.41 -1.99 0.65 0.016
H 0.203033 -2.072170 -0.015276 -0.25 0.47 -1.79 0.279
H 0.049507 -1.861567 -1.823335 0.43 -1.61 -2.64 0.415
H -1.289078 -1.608519 -0.611509 -2.13 -0.73 -0.66 0.366
H -0.502237 0.550649 -1.488753 0.32 0.10 -0.25 0.421
H 2.115198 -0.363153 0.306098 0.13 -0.08 -0.07 0.108
H -1.374187 0.028063 0.933171 -1.20 -0.63 0.13 0.393
H 0.334844 -0.185333 1.351584 -1.02 0.27 -0.45 0.323
H -0.183700 2.129466 2.112445 -0.28 -0.37 -0.95 0.323
O -0.284971 2.613776 0.133173 -0.12 1.91 -0.91 -0.431
S 1.906422 0.239162 -0.871825 -1.36 -0.03 -0.32 -0.158
```
Positions in Å, forces in eV/Å.



(2)
A gas-phase ion, C5H15N2 (charge +2) in a non-equilibrium geometry. Source: OMol25; level of theory: ωB97M-V with the def2-TZVPD basis set.

The total charge is +2. For the energy above the lowest of the compared OMol25 structures with the same formula, charge and spin, the calculation gives 57.8 kcal/mol. The highest occupied orbital energy (spin up / spin down) comes out at -18.93 / -18.93 eV. As for the spin multiplicity: 2. For the total energy, the calculation gives -308.2461 Eh. As for the expectation value of S²: 0.754. As for the gap between HOMO and LUMO (spin up / spin down): 11.30 / 4.98 eV.

```
22
Properties=species:S:1:pos:R:3:forces:R:3:mulliken_charge:R:1
N 0.049868 1.214174 0.928746 -2.17 -0.31 -0.99 -0.188
C -0.571713 0.220516 -0.079984 0.06 -1.07 -0.42 0.068
C 0.325890 -0.973655 -0.111178 1.68 -1.91 -0.22 -0.793
C 1.791699 -0.742940 -0.651687 -0.03 1.05 1.22 -0.683
C 1.974993 0.447809 -1.560403 0.10 0.91 -0.40 -1.158
C -2.116854 -0.124708 0.224956 1.35 2.67 -0.15 -0.669
N -2.313888 -0.177770 1.633044 -1.95 -3.77 -0.72 -0.204
H -0.348121 1.056091 1.852160 0.70 -0.25 0.40 0.370
H 1.063543 1.074708 0.891354 0.10 0.58 0.13 0.354
H -0.313878 2.143822 0.692059 0.99 0.34 -0.12 0.357
H -0.537093 0.643501 -1.087735 -0.24 0.49 0.34 0.390
H 0.008483 -1.822220 -0.742991 -0.88 0.65 0.35 0.450
H 0.521626 -1.395436 0.886131 -0.61 -0.01 0.01 0.316
H 2.147730 -1.620095 -1.164793 -0.15 -0.45 -0.10 0.441
H 2.443809 -0.670018 0.229902 0.03 0.15 -0.18 0.348
H 1.467136 1.391473 -1.289161 -0.23 -0.36 0.10 0.286
H 1.674775 0.208981 -2.576477 -0.04 0.12 -0.16 0.359
H 3.002517 0.798251 -1.585951 0.29 -0.42 -0.16 0.352
H -2.739932 0.650505 -0.248198 -0.12 -0.36 0.41 0.493
H -2.299219 -1.078556 -0.313463 0.00 -0.23 0.54 0.386
H -3.280848 -0.198374 2.002464 -0.02 1.47 -0.08 0.379
H -1.950529 -1.046060 2.071205 1.11 0.71 0.21 0.346
```
Positions in Å, forces in eV/Å.



(3)
A molecular structure, C21H61F3HfN3O19S2 in a non-equilibrium geometry. Source: OMol25; level of theory: ωB97M-V with the def2-TZVPD basis set.

The total charge is +1. The highest occupied orbital energy comes out at -10.46 eV. As for the spin multiplicity: 1. For the total energy, the calculation gives -3574.1293 Eh. As for the gap between HOMO and LUMO: 2.48 eV.

```
110
Properties=species:S:1:pos:R:3:forces:R:3:mulliken_charge:R:1
Hf 27.167897 20.665728 7.039736 -8.48 2.22 -4.56 1.422
S 25.397949 19.304782 5.057657 -0.46 -0.43 -0.52 1.155
O 25.890932 18.264116 4.251947 0.59 -0.44 -0.23 -0.510
O 24.023916 19.637451 4.964185 0.04 0.57 0.26 -0.414
O 25.762937 19.106054 6.552004 2.15 0.06 2.83 -0.722
O 26.322119 20.552288 5.005374 2.89 1.28 1.05 -0.628
C 23.990866 23.795310 8.096152 -0.33 0.88 -0.22 0.404
F 24.788810 23.439473 9.110981 -0.02 -0.24 0.02 -0.227
F 22.868036 23.105778 8.111110 0.27 -0.65 0.06 -0.193
F 23.667155 25.071579 8.229742 0.31 0.04 0.08 -0.155
S 24.874813 23.611921 6.478202 0.10 0.09 -0.98 0.789
O 25.711158 22.374962 6.629200 1.08 -1.75 0.91 0.590
O 23.877150 23.440707 5.480053 -0.31 -0.13 0.19 -0.236
O 25.697084 24.774687 6.333699 0.35 0.15 0.69 -0.800
C 24.764712 27.725184 5.871758 -0.24 -1.30 -0.39 -0.654
O 25.087767 29.056587 6.068142 0.08 0.19 -0.17 -0.417
C 26.139351 29.265740 6.999179 -0.23 0.64 0.16 -0.535
C 27.018203 30.376805 6.462838 0.44 -0.72 -0.23 -0.650
N 27.957407 29.847062 5.475715 0.02 -0.11 0.09 -0.267
C 28.615859 30.898916 4.718945 0.59 -0.19 0.15 -0.597
C 29.273555 30.321517 3.479126 -0.25 0.02 0.28 -0.466
O 29.944548 31.364317 2.827282 -0.05 0.04 -0.01 -0.290
C 30.595974 30.957005 1.657688 0.44 -0.38 -0.36 -0.725
H 23.901788 27.584086 5.215628 -0.21 0.64 0.17 0.309
H 24.543102 27.197543 6.807724 0.08 0.06 0.04 0.356
H 25.540219 27.156752 5.332736 0.32 0.20 0.32 0.274
H 26.722808 28.356020 7.179309 0.01 -0.01 -0.18 0.267
H 25.717272 29.586363 7.960071 -0.10 -0.13 -0.04 0.417
H 27.604890 30.789792 7.286924 -0.12 0.26 -0.05 0.335
H 26.382657 31.135679 5.993265 -0.10 0.18 0.37 0.381
H 27.486806 29.194968 4.857965 -0.22 0.25 -0.09 0.212
H 29.448912 31.284748 5.316624 -0.18 0.18 0.12 0.200
H 27.964398 31.751583 4.492211 -0.09 -0.13 -0.24 0.326
H 28.529683 29.850949 2.816905 0.03 0.06 -0.05 0.345
H 29.968923 29.540916 3.822409 0.06 -0.01 -0.21 0.317
H 31.406664 30.237752 1.851119 -0.07 0.07 0.21 0.297
H 31.046978 31.831476 1.195427 -0.13 0.07 -0.01 0.254
H 29.924657 30.464763 0.941755 -0.16 0.20 0.06 0.298
C 20.293658 29.207724 8.615834 -0.22 0.59 -0.36 -0.802
O 20.060982 27.878207 8.238312 -0.09 0.01 -0.33 -0.344
C 21.092095 27.370898 7.395548 -0.43 -0.31 1.52 -1.029
C 20.705714 25.945888 7.074011 1.53 -0.09 -0.99 1.028
N 19.592760 25.955400 6.132603 -0.12 -0.15 1.10 -0.392
C 19.010353 24.650691 5.800200 -0.42 0.13 -0.25 -0.491
C 18.032175 24.133036 6.829472 0.30 -0.93 0.14 -0.104
O 17.044948 25.085410 7.114522 0.11 0.07 -0.18 -0.444
C 16.005131 24.541592 7.888847 -0.08 0.12 0.62 -0.533
H 19.365104 29.623237 9.003476 0.02 -0.14 0.20 0.274
H 20.554080 29.815767 7.739285 0.10 -0.02 0.06 0.319
H 21.089715 29.316762 9.361160 0.02 -0.16 0.02 0.274
H 21.995028 27.363379 8.024780 0.30 0.06 -0.46 0.402
H 21.217730 27.991998 6.505170 0.04 -0.05 -0.06 0.469
H 20.633178 25.359960 8.001208 -0.61 0.11 0.00 0.124
H 21.596893 25.532777 6.570569 -0.24 -0.14 -0.15 -0.520
H 18.884928 26.483518 6.645602 -0.27 0.05 -0.57 0.413
H 19.771569 23.887031 5.618278 0.20 0.15 0.17 0.003
H 18.483081 24.754205 4.846977 0.00 0.13 0.03 0.317
H 18.553115 23.803657 7.740111 -0.05 0.30 0.12 -0.194
H 17.582365 23.202271 6.444750 -0.09 0.14 -0.11 0.529
H 15.375823 25.371366 8.205179 -0.16 -0.06 -0.20 0.353
H 16.370723 24.068006 8.811885 0.16 -0.03 -0.14 0.051
H 15.424738 23.789639 7.343894 0.00 0.11 -0.12 0.304
C 19.702040 20.972487 7.381336 0.41 -0.71 -0.48 -0.816
O 19.187934 21.578177 8.527073 -0.38 0.13 0.18 -0.272
C 20.101820 21.654715 9.595082 -0.06 -0.09 0.23 0.254
C 19.418919 22.393974 10.721713 -0.68 0.98 -0.61 -0.747
N 18.176130 21.729841 11.087040 0.04 0.24 0.21 -0.451
C 17.372323 22.586268 11.955855 -0.38 -0.37 0.22 -0.575
C 15.999935 21.972393 12.196867 0.83 0.37 -0.22 -0.760
O 15.279252 22.138681 10.993369 -0.24 0.07 0.37 -0.197
C 13.992576 21.569904 11.025908 -0.19 -0.76 -0.84 -0.824
H 19.969078 19.920205 7.564727 0.09 0.08 0.13 0.349
H 20.586274 21.481185 6.976314 -0.04 0.10 0.10 0.244
H 18.951558 20.941512 6.593558 -0.16 0.28 0.14 0.291
H 20.982577 22.205647 9.244264 0.17 -0.14 0.25 -0.272
H 20.364902 20.649847 9.960377 0.16 -0.01 -0.27 0.478
H 19.167273 23.404791 10.341974 0.24 -0.01 -0.04 0.203
H 20.064019 22.585993 11.581482 0.07 -0.47 0.07 0.460
H 17.642507 21.637364 10.225871 0.08 -0.24 0.02 0.336
H 17.198337 23.579700 11.513374 0.19 0.06 0.14 0.307
H 17.855471 22.692823 12.931468 0.16 0.10 -0.13 0.394
H 15.534531 22.513573 13.028540 -0.27 -0.15 -0.04 0.483
H 16.151934 20.917865 12.456152 -0.31 -0.04 0.00 0.358
H 14.049136 20.482404 10.869246 0.07 0.02 0.33 0.324
H 13.447723 21.930654 10.152604 -0.01 0.28 0.15 0.222
H 13.412210 21.763419 11.930766 0.21 0.24 0.10 0.313
O 28.044398 22.860360 7.477619 0.77 -1.40 0.03 -0.502
H 28.363388 23.270174 8.294009 0.08 -0.06 -0.02 0.264
H 28.266154 23.512356 6.710683 -0.06 -0.10 -0.20 0.432
O 28.189016 24.422388 5.420141 -0.38 -0.18 0.68 -0.708
H 28.564108 25.086337 4.831879 0.30 -0.11 0.08 0.328
H 27.331589 24.786380 5.727984 -0.06 0.02 -0.43 0.475
O 21.806396 21.665794 4.597051 -0.02 -0.14 0.08 -0.549
H 22.544399 22.237689 4.838333 -0.12 -0.06 -0.10 0.329
H 22.220651 20.839665 4.318844 -0.08 0.15 0.01 0.295
O 25.389528 22.508456 2.904180 0.11 0.16 0.02 -0.659
H 24.874537 23.085581 3.480303 -0.10 -0.09 -0.11 0.284
H 25.574944 21.728577 3.434068 -0.03 0.10 -0.02 0.318
O 25.284922 20.531077 8.459690 0.99 -0.03 0.72 -0.502
H 24.498365 20.157058 8.023001 0.28 -0.13 -0.26 0.325
H 25.080070 20.601024 9.404254 0.14 0.20 -0.01 0.301
C 22.151565 25.448408 2.112528 0.47 -0.67 -0.47 -1.439
C 21.584356 25.525993 3.504592 -0.49 0.00 -0.18 1.147
O 20.625235 26.570161 3.573978 0.43 -0.20 0.49 -0.672
H 22.608288 24.463603 1.954024 0.21 0.12 0.17 0.323
H 22.915379 26.204008 1.927563 -0.10 0.10 0.00 0.308
H 21.405322 25.501872 1.319973 -0.26 0.29 0.27 0.396
H 22.403867 25.666151 4.228117 -0.02 0.11 0.00 -0.401
H 21.096125 24.578889 3.770424 0.11 -0.08 -0.10 -0.042
H 20.249033 26.475227 4.477722 -0.27 0.40 -0.22 0.377
```
Positions in Å, forces in eV/Å.